The following is a DFT calculation (the ωB97M-V functional and the def2-TZVPD basis) of a 2-piece molecular cluster, C3H7ClO2PS overall in a non-equilibrium geometry.

XYZ file:
```
15
C3H7ClO2PS | OMol25 | the ωB97M-V functional and the def2-TZVPD basis
C 1.723 0.713 0.999
C 1.591 -0.172 -1.437
C 2.240 0.132 -0.325
O -0.782 -0.113 0.040
O -2.635 -1.687 0.303
P -2.130 -0.086 0.697
S -3.359 1.189 -0.690
Cl 3.924 -0.450 -0.082
H 1.185 -0.192 1.411
H 2.492 1.113 1.607
H 0.895 1.428 0.750
H 0.698 0.280 -1.836
H 2.055 -0.864 -2.051
H -4.574 0.917 -0.061
H -3.324 -2.207 0.678
```

Summary:
Frontier orbital gap: 0.2468 Ha
Maximum force: 3.2 eV Å⁻¹
Relative energy (zero: lowest compared OMol25 entry of this formula, charge and spin): 2.4905 eV
Net charge: -1
LUMO energy: 3.258 eV



The following is a DFT calculation (the ωB97M-V functional and the def2-TZVPD basis) of a 2-piece molecular cluster, C3H7ClOS overall in a non-equilibrium geometry.

XYZ file:
```
13
C3H7ClOS | OMol25 | the ωB97M-V functional and the def2-TZVPD basis
C 2.764 0.123 1.622
C -1.379 -0.651 0.826
C -0.936 0.760 -1.378
O 0.752 -1.090 -0.501
S 0.119 0.073 0.084
Cl 3.764 1.078 0.668
H 3.092 -0.937 1.277
H -2.023 0.168 1.196
H -1.881 -0.990 -0.012
H -1.027 -1.392 1.509
H -0.252 1.092 -2.197
H -1.589 0.052 -1.934
H -1.404 1.714 -1.160
```

Summary:
Frontier orbital gap: 0.3024 Ha
Maximum force: 3.8 eV Å⁻¹
Relative energy (zero: lowest compared OMol25 entry of this formula, charge and spin): 5.3708 eV
LUMO energy: -0.720 eV



The following is a DFT calculation (the ωB97M-V functional and the def2-TZVPD basis) of a 2-piece molecular cluster, C3H7F2O2P overall in a non-equilibrium geometry.

XYZ file:
```
15
C3H7F2O2P | OMol25 | the ωB97M-V functional and the def2-TZVPD basis
C -0.318 -1.600 0.487
C -0.272 -0.668 -0.742
C 0.813 3.126 -0.518
O 1.267 1.928 -0.581
O 0.952 -0.695 -1.484
F 0.977 3.660 -1.834
F -0.395 3.354 0.204
P 2.309 -0.314 -0.658
H -0.541 -2.580 0.061
H 0.519 -1.432 1.113
H -1.354 -1.409 1.029
H -0.228 0.337 -0.371
H -1.015 -0.885 -1.404
H 1.420 3.766 0.214
H 3.140 0.368 -1.683
```

Summary:
Frontier orbital gap: 0.2385 Ha
Maximum force: 5.2 eV Å⁻¹
Relative energy (zero: lowest compared OMol25 entry of this formula, charge and spin): 6.6538 eV
LUMO energy: -2.568 eV



The following is a DFT calculation (the ωB97M-V functional and the def2-TZVPD basis) of C3H7F2P as an isolated structure in a non-equilibrium geometry.

XYZ file:
```
13
C3H7F2P | OMol25 | the ωB97M-V functional and the def2-TZVPD basis
C -0.790 -2.244 0.365
C -1.273 -1.042 0.584
C 1.789 -0.068 -0.406
F -1.402 -0.156 -0.426
F 1.884 -0.596 -1.632
P 1.055 1.387 -0.049
H -0.472 -2.538 -0.621
H -0.497 3.606 0.325
H -0.692 -2.957 1.159
H -1.626 -0.630 1.516
H 2.262 -0.698 0.334
H -0.923 4.253 0.217
H 0.686 1.683 -1.366
```

Summary:
Frontier orbital gap (alpha / beta): 0.2772 / 0.2951 Ha
Maximum force: 5.7 eV Å⁻¹
Relative energy (zero: lowest compared OMol25 entry of this formula, charge and spin): 0.8969 eV
LUMO energy (alpha / beta): 1.104 / -2.279 eV
2S+1: 3



The following is a DFT calculation (the ωB97M-V functional and the def2-TZVPD basis) of one molecule with the formula C3H7FO2 in a non-equilibrium geometry.

XYZ file:
```
13
C3H7FO2 | OMol25 | the ωB97M-V functional and the def2-TZVPD basis
C 1.881 0.064 -0.132
O 0.665 0.716 -0.151
C -0.451 -0.039 -0.305
C -1.612 0.792 0.320
O -0.289 -1.385 0.577
F -0.623 -0.374 -1.589
H 1.703 -1.121 -0.058
H 2.408 0.144 0.777
H 2.586 0.317 -0.971
H -1.989 1.591 -0.305
H -2.416 0.142 0.609
H -1.300 1.219 1.241
H -0.561 -2.066 -0.012
```

Summary:
Frontier orbital gap: 0.4281 Ha
Maximum force: 4.6 eV Å⁻¹
Relative energy (zero: lowest compared OMol25 entry of this formula, charge and spin): 0.4945 eV
LUMO energy: 0.912 eV



The following is a DFT calculation (the ωB97M-V functional and the def2-TZVPD basis) of a 2-piece molecular cluster, C3H7FO2S overall in a non-equilibrium geometry.

XYZ file:
```
14
C3H7FO2S | OMol25 | the ωB97M-V functional and the def2-TZVPD basis
C -0.761 -1.095 -0.817
C 0.235 0.124 1.166
C -0.483 0.183 -0.163
O 3.720 0.407 -1.013
O -0.739 1.212 -0.659
F 4.609 2.667 -0.222
S 3.380 1.815 -1.037
H -0.631 -1.992 -0.151
H -1.903 -1.133 -1.096
H -0.208 -1.140 -1.739
H 0.261 1.094 1.577
H 1.202 -0.135 0.832
H -0.423 -0.464 1.931
H 2.589 1.931 0.133
```

Summary:
Frontier orbital gap: 0.3666 Ha
Maximum force: 3.9 eV Å⁻¹
Relative energy (zero: lowest compared OMol25 entry of this formula, charge and spin): 1.6861 eV
LUMO energy: 0.189 eV



The following is a DFT calculation (the ωB97M-V functional and the def2-TZVPD basis) of C3H7FO2S as an isolated structure in a non-equilibrium geometry.

XYZ file:
```
14
C3H7FO2S | OMol25 | the ωB97M-V functional and the def2-TZVPD basis
C 1.217 -0.981 0.604
C 0.747 1.234 -0.571
C 0.426 -0.141 -0.356
O -2.169 1.114 0.842
O -2.495 -1.393 0.882
F -2.410 -0.112 -1.278
S -1.863 -0.194 0.335
H 0.954 -1.995 0.339
H 2.274 -0.934 0.685
H 0.805 -0.790 1.528
H 1.353 1.643 0.189
H -0.031 1.929 -0.626
H 1.394 1.223 -1.417
H -0.201 -0.603 -1.157
```

Summary:
Frontier orbital gap (alpha / beta): 0.3355 / 0.3355 Ha
Maximum force: 3.5 eV Å⁻¹
Relative energy (zero: lowest compared OMol25 entry of this formula, charge and spin): 2.0960 eV
LUMO energy (alpha / beta): -0.825 / -0.825 eV



The following is a DFT calculation (the ωB97M-V functional and the def2-TZVPD basis) of one molecule with the formula C3H7I in a non-equilibrium geometry.

XYZ file:
```
11
C3H7I | OMol25 | the ωB97M-V functional and the def2-TZVPD basis
C 0.884 -0.957 0.492
C -0.377 -0.245 -0.019
C -0.387 1.108 -0.715
I -1.481 0.170 1.865
H 1.512 -0.223 0.808
H 0.653 -1.722 1.312
H 1.180 -1.618 -0.394
H -0.987 -0.975 -0.362
H 0.308 1.789 -0.447
H -1.282 1.707 -0.751
H -0.023 0.966 -1.790
```

Summary:
Frontier orbital gap: 0.3580 Ha
Maximum force: 4.5 eV Å⁻¹
Relative energy (zero: lowest compared OMol25 entry of this formula, charge and spin): 0.4462 eV
LUMO energy: 0.638 eV



The following is a DFT calculation (the ωB97M-V functional and the def2-TZVPD basis) of a 2-piece molecular cluster, C3H7I5Si2 overall in a non-equilibrium geometry.

XYZ file:
```
17
C3H7I5Si2 | OMol25 | the ωB97M-V functional and the def2-TZVPD basis
C -0.769 -0.938 0.148
C -1.584 0.125 -1.940
C -1.382 0.297 -0.433
Si -0.458 1.826 0.094
Si 2.880 -0.954 1.861
I 1.275 2.560 -1.534
I -1.711 3.695 0.889
I 2.458 -0.954 4.358
I 4.569 0.804 1.441
I 3.920 -3.233 1.224
H -1.135 -0.998 1.223
H -0.945 -1.703 -0.594
H 0.292 -0.993 0.083
H -2.303 -0.788 -2.096
H -0.658 -0.150 -2.286
H -1.999 1.002 -2.396
H -2.450 0.402 -0.041
```

Summary:
Frontier orbital gap (alpha / beta): 0.2668 / 0.1695 Ha
Maximum force: 3.3 eV Å⁻¹
LUMO energy (alpha / beta): -1.380 / -2.914 eV



The following is a DFT calculation (the ωB97M-V functional and the def2-TZVPD basis) of one molecule with the formula C3H7IN2 in a non-equilibrium geometry.

XYZ file:
```
13
C3H7IN2 | OMol25 | the ωB97M-V functional and the def2-TZVPD basis
C -0.961 -1.061 -0.217
N -0.402 0.265 -0.189
C 0.547 0.585 0.839
C 1.551 0.911 -0.204
I 3.459 -0.091 0.012
N 0.679 0.326 -1.175
H -1.101 -1.176 -1.376
H -0.542 -1.930 0.203
H -1.923 -1.117 0.376
H 0.844 -0.241 1.381
H 0.203 1.535 1.371
H 1.786 1.966 -0.216
H 0.418 0.952 -2.032
```

Summary:
Frontier orbital gap: 0.3347 Ha
Maximum force: 3.9 eV Å⁻¹
Relative energy (zero: lowest compared OMol25 entry of this formula, charge and spin): 2.9795 eV
LUMO energy: 0.635 eV



The following is a DFT calculation (the ωB97M-V functional and the def2-TZVPD basis) of C3H7IN2O2 as an isolated structure in a non-equilibrium geometry.

XYZ file:
```
15
C3H7IN2O2 | OMol25 | the ωB97M-V functional and the def2-TZVPD basis
C 0.354 0.272 1.250
C 0.588 1.417 0.397
C -0.331 2.380 0.357
N 1.180 -0.576 1.645
N -0.042 -1.759 -0.922
O 2.794 1.612 0.679
O 1.768 1.556 -0.321
I 0.654 -2.209 2.715
H -0.740 0.227 1.669
H -1.269 2.203 0.811
H -0.126 3.306 -0.139
H 0.311 -2.381 -1.659
H -1.021 -2.091 -0.856
H -0.013 -0.770 -1.265
H 3.593 1.426 0.133
```

Summary:
Frontier orbital gap: 0.3294 Ha
Maximum force: 3.8 eV Å⁻¹
Relative energy (zero: lowest compared OMol25 entry of this formula, charge and spin): 0.7998 eV
LUMO energy: 0.132 eV



The following is a DFT calculation (the ωB97M-V functional and the def2-TZVPD basis) of an isolated ion of composition C3H7IN3 and charge +1 in a non-equilibrium geometry.

XYZ file:
```
14
C3H7IN3 | OMol25 | the ωB97M-V functional and the def2-TZVPD basis
C -0.710 -1.657 -0.222
N -0.071 -0.371 -0.531
N -0.993 0.709 -0.813
C -0.623 1.799 -0.187
N 0.524 1.512 0.585
C 0.838 0.086 0.628
I 2.871 -0.397 0.144
H -0.985 -1.569 0.875
H -1.566 -1.748 -0.910
H -0.064 -2.496 -0.626
H 0.326 -0.499 -1.387
H -1.088 2.706 -0.251
H 0.959 2.330 1.143
H 0.581 -0.404 1.551
```

Summary:
Frontier orbital gap: 0.3688 Ha
Maximum force: 7.7 eV Å⁻¹
Relative energy (zero: lowest compared OMol25 entry of this formula, charge and spin): 1.8198 eV
Net charge: +1
LUMO energy: -4.029 eV



Question: Which formula does entry 2 have?
Answer: C3H7ClOS



Question: Which value of maximum force does entry 2 give?
Answer: 3.8 eV Å⁻¹



Copy entry 3 word for word.
The following is a DFT calculation (the ωB97M-V functional and the def2-TZVPD basis) of a 2-piece molecular cluster, C3H7F2O2P overall in a non-equilibrium geometry.

XYZ file:
```
15
C3H7F2O2P | OMol25 | the ωB97M-V functional and the def2-TZVPD basis
C -0.318 -1.600 0.487
C -0.272 -0.668 -0.742
C 0.813 3.126 -0.518
O 1.267 1.928 -0.581
O 0.952 -0.695 -1.484
F 0.977 3.660 -1.834
F -0.395 3.354 0.204
P 2.309 -0.314 -0.658
H -0.541 -2.580 0.061
H 0.519 -1.432 1.113
H -1.354 -1.409 1.029
H -0.228 0.337 -0.371
H -1.015 -0.885 -1.404
H 1.420 3.766 0.214
H 3.140 0.368 -1.683
```

Summary:
Frontier orbital gap: 0.2385 Ha
Maximum force: 5.2 eV Å⁻¹
Relative energy (zero: lowest compared OMol25 entry of this formula, charge and spin): 6.6538 eV
LUMO energy: -2.568 eV



Question: What is the formula in the tenth record?
Answer: C3H7IN2